The following is a quantum chemistry calculation of a cluster of 17 separate species, C54H145N3O45S14 in total at a distorted geometry, from the OMol25 dataset.

The multiplicity is 1. Its charge is 0. The HOMO-LUMO gap comes out at 9.6 eV. As for the electronic energy: -306642.0595 eV. The lowest unoccupied orbital energy comes out at 0.0037 Ha.

Geometry (Å):
S  -5.0300  -0.5924  0.4881
S  -2.5881  -1.8273  -3.4680
S  1.4025  -4.1837  3.3651
S  -4.0114  4.2676  1.5658
S  1.4105  5.4662  -3.7909
S  1.6005  0.0318  -6.5019
S  4.8448  2.3904  -1.4916
S  1.1948  4.0348  3.3048
S  -6.2961  -3.5247  6.0655
S  -5.1612  3.0874  -3.5535
S  4.4855  -2.9052  -3.4521
S  -3.1382  7.4404  -3.3177
S  3.5940  0.1470  3.6229
S  -1.3652  -2.5927  7.0235
O  1.8849  -3.4750  4.5215
O  -1.4950  -0.9002  -3.4307
O  2.4372  -3.9206  2.1859
O  2.1992  0.4511  3.8358
O  -4.7361  3.7985  -4.7303
O  -6.5843  3.5635  -2.9519
O  -2.1762  -2.6042  8.2132
O  5.8746  1.1866  -1.3002
O  2.4181  4.3574  3.9583
O  4.4121  1.3625  4.2246
O  -1.9159  7.1171  -4.3603
O  0.2998  1.8421  -0.8826
O  -5.1859  -2.5243  5.5644
O  0.6136  -5.4347  -1.7161
O  3.8365  -4.0134  -4.1182
O  -3.8712  5.6380  1.1022
O  0.1845  3.2481  3.9488
O  3.6391  -2.0521  -2.6601
O  4.0662  -0.1768  2.2858
O  0.5621  5.4495  2.7473
O  -4.2497  3.0094  -2.4368
O  6.5349  -3.3227  3.6448
O  -4.4195  7.5013  -4.0413
O  2.5072  4.7821  -4.4501
O  1.7505  5.7151  -2.2338
O  -7.3965  -2.7972  6.6309
O  -2.7678  8.5701  -2.4868
O  2.7726  0.4775  -5.7738
O  0.5634  1.2465  -6.5063
O  4.3431  2.8974  -0.2445
O  -6.5661  -4.4631  4.9999
O  -1.8082  -3.2908  5.8096
O  1.6347  -0.4607  -7.8677
O  -3.8893  -1.2144  -3.6292
O  -4.2364  4.3758  3.1231
O  5.5335  3.3152  -2.3615
O  -6.4049  -0.8905  -0.3341
O  1.2756  -5.5996  3.4833
O  5.6730  -3.3705  -2.4943
O  -2.9965  3.3184  1.1378
O  -5.4163  0.1450  1.6729
O  -2.1970  -2.9080  -4.5562
O  0.1039  4.7852  -3.9200
O  -4.3889  -1.8621  0.5550
O  -1.1422  -1.0721  6.6706
N  6.0123  -6.7994  4.5681
N  0.8717  -0.9437  1.3163
N  -1.7346  -7.0632  -1.3814
C  0.8603  -1.2100  -5.4767
C  -0.3736  -7.4928  -1.0661
C  -0.8716  2.4016  -1.5022
C  -0.7829  5.4037  2.1962
C  3.3960  -4.6843  0.2053
C  0.9700  -1.2167  -1.1608
C  -0.1699  -3.5193  2.9363
C  5.3075  -1.8619  -4.6226
C  -2.5055  -5.1337  -5.3865
C  -7.7772  5.1915  -1.7265
C  -5.5935  3.6746  0.9559
C  1.5812  3.2053  1.7302
C  -6.9461  4.9412  -2.9432
C  6.3337  -5.3763  4.8829
C  3.0659  6.6891  -0.4615
C  -8.6003  -0.5624  -0.9648
C  -5.5559  1.4773  -4.0147
C  -3.0071  6.0420  -2.2524
C  6.1727  -4.7622  -2.7369
C  0.9810  -0.2618  0.0258
C  -2.5522  -2.8808  -1.9986
C  -4.1761  3.5513  5.3332
C  -0.1432  0.7195  -0.0870
C  5.7575  0.3372  -0.1415
C  7.2171  0.0109  0.1156
C  2.0374  -4.4426  0.8416
C  -3.8007  -1.4162  4.0004
C  5.6207  1.8080  3.4708
C  5.3762  3.2621  3.0645
C  3.1669  5.9654  -1.7789
C  7.7443  -5.1756  5.4346
C  0.2159  -3.3688  7.4072
C  3.4021  1.7619  -2.3830
C  -5.0536  -2.2219  4.1161
C  -1.9067  7.9609  -6.6136
C  -2.2601  6.8007  -5.7366
C  0.4998  -6.7949  -2.0794
C  -0.7966  0.7748  5.1380
C  -0.6993  6.2234  0.9166
C  -3.2227  -3.8288  -5.1743
C  -5.3827  -4.3390  7.3207
C  3.9833  -1.1803  4.7619
C  6.0621  -4.6537  3.5782
C  -0.3329  -0.6849  5.3800
C  1.2929  7.1498  -4.4103
C  -0.1841  -8.9765  -1.2314
C  0.3393  2.1077  -5.3508
C  6.3004  -2.6256  2.4705
C  -7.3724  0.1678  -0.3450
C  0.8891  -4.6340  -2.8897
C  -3.8291  3.1852  3.9029
C  6.9671  -4.9453  -1.4725
C  -1.1815  2.3430  -5.2803
C  -4.0592  0.5738  -0.5643
H  6.2912  3.8104  2.7354
H  5.9253  1.1463  2.6273
H  -0.9407  -3.8634  3.6195
H  -3.8248  5.9795  -1.5574
H  -0.4613  1.0216  0.9228
H  7.7619  -5.4519  6.5064
H  7.3958  -5.8995  -1.2270
H  -8.4269  -0.8998  -1.9988
H  -1.4899  5.8751  2.9124
H  7.7970  -4.2465  -1.5389
H  3.7309  5.0211  -1.8267
H  -3.8427  -0.5407  4.6387
H  2.9236  1.0332  -1.7591
H  0.3287  -2.0641  -0.8169
H  7.5374  -0.6126  0.9505
H  0.3494  -0.7118  -4.6601
H  0.7189  -0.6785  5.6807
H  -1.5819  2.6902  -0.7088
H  -0.3452  1.3259  5.9609
H  2.2145  7.6509  -4.0996
H  4.6000  -1.5103  -5.3730
H  4.0416  7.0596  -0.1520
H  -4.0783  -3.8864  -4.5112
H  -8.5914  -1.4711  -0.3693
H  2.2940  3.8452  1.1537
H  -0.0932  -7.1593  -0.0473
H  -0.4465  -1.4068  4.5687
H  -0.1894  7.1775  1.2357
H  -1.7193  5.8751  -5.9715
H  8.4436  -5.7873  4.8366
H  -1.6843  -5.0045  -6.0810
H  -1.5401  2.7984  -6.2096
H  -0.3409  -4.0242  1.9936
H  1.1563  -0.3020  2.0795
H  -1.8556  0.7973  5.2793
H  -3.0629  5.2228  -2.9485
H  -7.5431  0.6041  0.6550
H  0.1326  -4.4464  7.5376
H  -5.6192  3.5194  -0.1091
H  5.0603  -1.2148  4.7771
H  8.0005  -4.1227  5.3462
H  6.1382  -2.3562  -5.1323
H  -3.5427  -1.1399  2.9838
H  -7.4393  5.2336  -3.8780
H  -5.2009  3.9555  5.3358
H  4.6101  3.2655  2.2880
H  -0.6126  3.2366  -2.1345
H  -1.5517  2.9851  -4.4942
H  0.6248  3.1800  1.2301
H  -3.4814  -3.3242  -6.1049
H  2.3778  7.5126  -0.3993
H  1.9597  2.1934  1.9346
H  4.9441  3.7126  3.9985
H  -0.5610  -9.5099  -0.3420
H  -0.3859  1.2109  4.2325
H  -1.0373  4.3512  2.1695
H  -1.9914  7.7997  -7.6821
H  -0.1652  -2.4263  2.8427
H  0.0240  5.7561  0.2349
H  -1.5823  6.5895  0.3884
H  3.8436  -5.5161  0.7905
H  -3.6631  0.0195  -1.4267
H  -4.6067  -4.8664  6.7808
H  0.9316  -3.1310  6.6350
H  -7.0861  1.0757  -0.8729
H  4.9792  -4.7071  3.3734
H  -2.0872  6.2712  -1.7399
H  3.5967  6.6971  -2.5101
H  -6.3694  1.5436  -4.7381
H  4.1024  -3.8276  0.3099
H  -8.1948  6.2010  -1.8381
H  -2.1254  -5.4762  -4.4187
H  2.7130  6.0205  0.3312
H  -3.1492  -5.9132  -5.7462
H  5.0925  -0.4709  -0.2837
H  1.5111  -5.3814  1.0295
H  6.8095  -7.2791  4.1459
H  3.4220  -4.9501  -0.8551
H  -9.5834  -0.0599  -0.8880
H  -6.0657  5.5549  -2.9053
H  0.9978  2.9457  -5.4117
H  0.1471  -1.8128  -6.0400
H  -3.3052  6.5260  -5.8151
H  1.8530  0.4069  -0.0640
H  1.2521  -3.6526  -2.5986
H  5.6066  -4.9127  5.5313
H  -3.4497  4.3020  5.6288
H  -2.9878  -1.9673  4.4266
H  -0.8545  8.2191  -6.4481
H  1.9476  -1.5880  -1.4063
H  6.9689  -3.0364  1.6828
H  0.8837  -9.1790  -1.1073
H  7.6434  -0.4368  -0.7864
H  1.6333  -5.1434  -3.5228
H  0.1984  -6.8983  -3.1377
H  -6.1546  -4.9592  7.8359
H  5.6836  -1.0703  -3.9739
H  -4.7800  1.2630  -1.0196
H  -7.1741  5.1131  -0.8007
H  -1.8326  -6.0711  -1.1343
H  6.5503  -1.5821  2.6176
H  6.3754  -4.5486  -0.6307
H  -2.7641  3.0649  3.7040
H  0.5507  -2.8164  8.2804
H  0.4112  7.5913  -3.9902
H  1.4902  -1.7580  1.3074
H  5.2236  0.8739  0.6799
H  -1.6770  1.3613  -5.3146
H  5.2797  -2.7149  2.0773
H  -0.6219  -9.3514  -2.1253
H  -0.9952  0.1433  -0.5556
H  6.7653  -4.7146  -3.6615
H  -3.2947  -3.6662  -2.1659
H  -4.9458  -3.5639  7.8943
H  -4.4703  2.3804  3.5879
H  -3.2378  0.9953  -0.0180
H  -1.4970  -3.1449  -2.0239
H  3.9048  1.4447  -3.2793
H  -5.0719  -3.1832  3.6197
H  5.8281  -7.3633  5.4101
H  -5.9788  2.8537  1.5645
H  1.1801  7.1493  -5.4770
H  1.4554  -7.2824  -1.9502
H  3.5255  -0.8192  5.6768
H  -2.8001  -2.4109  -1.0481
H  3.4166  -2.0066  4.3144
H  -2.4988  -7.4554  -0.8457
H  6.4634  1.6784  4.1300
H  -5.9017  0.9194  -3.1431
H  -2.5079  8.8192  -6.3601
H  -1.2788  1.6020  -2.1746
H  -0.0463  -4.5036  -3.4619
H  2.8316  2.6272  -2.7077
H  -5.9021  -1.6139  3.7975
H  5.3218  -5.4533  -2.8448
H  -6.2215  4.5263  1.2130
H  -4.1506  2.7112  6.0407
H  0.6288  1.6127  -4.4177
H  -4.6997  0.9120  -4.3364
H  7.7600  0.9659  0.1780
H  -8.6452  4.5081  -1.6697
H  1.3319  -3.7334  0.4460
H  1.6377  -1.8933  -5.1421
H  6.5409  -5.3282  2.7854
H  0.4618  -0.7728  -2.0422

Atomic forces in eV per Å
-0.5 1.7 -0.5
-0.4 0.6 1.2
0.1 -0.4 1.5
0.1 0.7 -2.4
-0.8 -1.4 -0.7
0.0 0.2 -0.2
-0.7 1.4 -1.2
0.3 0.1 -2.2
-0.5 -0.2 -1.0
0.9 0.2 0.4
-1.2 0.4 -0.5
-1.3 1.3 0.1
0.0 -0.6 0.1
-0.5 -1.8 -1.3
0.4 0.3 -0.5
0.1 -0.4 0.0
-1.1 0.7 0.0
0.3 0.1 -0.4
-0.7 0.3 0.7
0.8 -1.2 -0.9
0.4 0.1 -0.7
-1.3 0.4 -0.3
-0.2 0.4 0.4
0.8 -0.3 -1.3
-1.3 0.5 0.7
-1.1 -0.8 0.2
0.1 0.4 -0.3
0.1 0.9 -0.9
0.9 0.2 0.4
-0.2 -1.2 0.6
-0.2 0.6 0.2
0.6 -0.2 -0.1
-0.6 0.3 1.1
0.8 -1.1 1.1
-0.2 0.4 -0.2
-0.4 -0.7 0.5
2.0 -0.4 0.9
-0.4 0.8 0.8
-0.1 -0.4 -0.7
0.3 -0.1 0.0
0.1 -0.7 -1.2
-0.3 -0.4 -0.8
0.1 -0.7 -0.3
0.4 -0.4 0.6
0.0 0.3 0.4
0.2 0.8 1.3
0.3 0.8 1.5
0.2 -1.1 -0.4
0.5 -0.6 -0.6
-0.2 -0.7 0.5
1.7 0.9 0.4
-0.3 -0.4 -0.2
-0.8 -0.9 -1.1
-0.6 0.5 1.2
0.4 -0.6 -0.5
-0.9 0.0 -0.2
2.1 1.7 1.0
0.2 -0.2 0.2
1.3 -0.4 -1.3
-0.2 -0.2 1.1
0.4 0.0 0.0
-1.0 1.0 0.2
-0.4 -0.2 -0.4
-1.0 0.4 -0.5
-0.1 -1.1 -0.1
-0.6 0.5 0.5
0.9 -0.1 0.2
-1.2 -0.4 0.6
0.2 0.0 -0.8
0.4 -0.2 0.3
0.3 0.2 0.8
-0.7 0.1 0.4
-0.3 0.9 1.6
0.2 1.1 0.5
0.1 0.8 -0.4
0.2 -0.6 -0.6
0.1 -1.2 1.1
0.4 0.1 0.5
-1.4 -0.8 0.4
-0.3 0.5 -1.1
-0.2 0.5 0.4
0.6 0.8 -0.2
0.0 0.5 -0.8
0.0 0.1 -0.2
-0.6 0.0 -0.4
0.3 1.2 1.7
0.8 0.3 -0.4
0.8 -0.4 1.1
0.6 0.0 0.3
0.7 0.1 -0.5
-0.2 -0.2 1.2
-0.5 1.3 -1.6
-0.4 -0.1 0.0
-0.1 1.6 0.2
2.2 0.7 0.0
-0.6 0.2 0.7
0.9 0.4 0.1
0.0 -1.0 -0.2
0.6 0.0 0.7
1.3 -1.5 0.9
1.5 1.1 0.2
0.8 0.9 0.0
-1.2 -0.5 -0.6
-0.8 1.3 -1.3
0.6 -1.1 -0.8
-0.3 0.9 1.2
0.5 -0.6 0.8
0.5 -0.2 2.4
-0.9 -0.9 1.0
0.5 -0.3 -1.3
-1.7 0.4 -0.2
-0.4 -0.6 0.2
-0.5 0.6 0.5
0.4 1.1 0.5
0.2 -0.3 -1.6
-1.4 -1.7 -0.9
-0.7 -0.6 0.3
-1.1 0.3 0.5
0.3 -0.1 0.5
-0.4 0.3 0.3
-0.1 0.3 -0.2
0.2 -0.1 -0.6
-0.2 -0.6 -0.2
0.1 0.5 0.3
0.5 -0.2 -0.3
0.3 0.0 0.1
-0.3 0.5 0.3
-0.4 0.4 -0.1
-0.5 -0.3 -0.1
0.3 0.3 -0.4
-0.6 0.0 0.1
0.1 -0.1 0.2
-0.2 -0.2 0.0
0.0 0.0 -0.5
-0.1 0.3 0.0
-0.2 0.0 -0.1
-0.2 0.1 0.3
0.1 -0.1 -0.1
-0.1 0.0 0.1
-0.7 -0.2 0.0
-0.5 -0.7 0.6
0.3 -0.2 -0.4
-0.6 0.1 0.4
-0.4 -0.8 -0.3
0.2 0.3 0.1
-0.1 0.3 0.4
0.2 0.0 -0.1
0.3 0.2 0.0
-0.5 0.3 -0.5
-0.1 -0.7 -0.6
-0.8 0.3 -0.5
0.6 -0.8 0.2
-0.2 -1.0 -0.1
-0.3 0.3 0.1
0.5 -0.2 -0.3
0.3 -0.6 0.2
0.2 0.0 0.1
-0.1 -0.2 0.2
-0.2 0.0 -0.1
-0.1 -0.4 0.2
0.4 0.0 0.1
0.2 0.3 0.0
0.3 0.4 0.1
0.3 -0.1 0.5
-0.1 -0.3 -0.4
-0.2 -0.1 0.1
-0.3 0.5 -0.7
-0.1 0.5 0.0
0.5 0.1 -1.1
-0.5 0.1 -0.5
-0.4 -0.3 -0.1
-0.4 0.0 -0.7
-0.3 -0.4 -0.1
0.1 -0.5 -0.2
-0.4 0.0 -0.1
-0.2 -0.8 0.4
-0.1 0.4 -0.5
-0.1 -0.1 0.4
0.0 -0.4 0.2
0.0 -0.1 -0.6
0.6 -0.3 -0.8
0.2 0.2 0.0
0.4 -0.7 0.1
-0.2 -0.8 0.3
0.3 -0.2 -0.1
-0.8 -0.3 0.0
0.2 -0.1 0.3
0.1 0.0 -0.1
0.2 -0.1 -0.1
-0.5 -0.2 -0.3
-0.4 -1.3 -0.9
0.1 0.0 -0.2
-0.1 0.5 0.0
-0.5 0.0 0.1
0.7 -0.1 0.1
0.6 0.3 0.0
0.0 0.7 -0.4
-0.1 0.3 -0.1
-0.3 0.2 0.2
0.4 -0.4 0.3
0.1 0.0 0.2
-0.3 -0.5 0.8
-0.2 0.2 0.4
0.6 -0.6 0.0
-0.1 0.1 0.0
0.3 -0.2 -0.2
-0.2 0.3 0.1
0.0 -0.1 -0.7
-0.2 -0.2 0.0
-0.2 0.4 0.2
-0.3 -0.2 0.6
1.0 0.4 -0.2
0.0 0.3 -0.4
0.4 0.3 0.7
-0.4 0.1 -0.6
0.4 -0.3 -0.4
-0.1 0.2 0.1
0.0 -0.6 -0.2
-0.2 -0.5 0.2
0.1 -0.4 0.5
-0.3 0.3 0.4
0.0 0.5 0.3
0.9 0.0 -0.6
0.1 0.2 0.6
-0.1 0.1 0.4
-0.1 -0.4 -0.8
0.4 0.9 0.2
-0.1 -0.3 0.3
0.5 -0.2 0.0
0.4 0.5 1.0
0.2 -0.7 -0.4
0.0 0.5 0.5
-0.1 -0.8 0.3
-0.3 -1.0 -0.6
0.2 0.0 -0.3
-0.1 0.6 -0.4
0.4 -0.3 -0.3
0.2 -0.3 -0.5
0.9 0.0 -0.3
0.2 -0.3 0.3
0.0 0.5 -0.3
0.6 -0.2 0.5
0.3 -0.7 0.2
0.1 0.3 0.8
-0.2 0.2 0.1
-0.2 0.3 0.1
-0.2 0.7 0.5
0.3 -0.1 0.0
-0.3 0.1 0.5
-0.2 -0.2 0.1
0.3 0.4 0.0
-0.3 0.1 -0.2
0.2 0.1 -0.4
0.1 -0.3 -0.1
0.5 0.3 -0.5
-0.2 -0.2 0.3
0.5 0.2 0.0
0.1 0.4 -0.7
0.2 0.3 0.2
-0.1 1.4 0.3
0.6 -0.2 0.5